No. 1
Molecular formula: C26H77O13Sn
Method: DFT, ωB97M-V/def2-TZVPD

The calculation puts the HOMO energy at -10.08 eV. As for the charge: +1. For the gap between HOMO and LUMO, the calculation gives 6.43 eV.

Cartesian coordinates (Å):
Sn 0.467 0.654 0.198
O 2.041 2.801 1.764
O -1.292 1.627 2.646
O -0.106 -2.326 1.122
O -6.043 -0.174 -4.009
O 0.424 1.611 4.849
O 2.946 -0.928 -0.532
O 1.267 2.510 -2.036
O 0.040 -0.650 -2.732
O 1.444 -0.129 3.020
O -2.373 -0.493 -0.379
O -1.183 -2.758 -1.415
O -1.648 3.076 0.014
O 1.752 -3.386 -1.162
C -3.663 -0.505 0.221
C 1.999 1.462 6.641
C -0.360 -3.217 2.120
C 3.925 -0.844 -2.688
C 2.953 4.231 -1.968
C 2.272 5.125 2.156
C -1.954 3.149 -1.364
C 3.775 -0.088 3.024
C -2.704 3.383 3.392
C 2.315 -5.027 -2.795
C 0.475 -4.467 1.826
C -3.469 -1.320 1.499
C 2.546 -0.936 3.256
C 1.299 3.973 2.165
C -4.828 -0.811 -3.600
C -3.439 3.342 -1.476
C 1.352 2.384 5.628
C -2.233 -4.149 -3.226
C -2.642 1.933 2.911
C 2.468 -4.611 -1.370
C -0.587 -0.962 -4.992
C 0.554 -1.146 -3.971
C 4.191 -1.047 -1.181
C -1.942 -3.867 -1.751
C -3.829 0.306 -3.607
C 2.665 2.753 -2.080
H 3.193 2.266 -1.260
H 0.306 -5.292 2.518
H -1.629 -4.817 -1.318
H 2.297 4.728 -2.683
H 1.220 0.344 3.825
H -0.185 1.188 5.459
H 2.926 5.133 1.285
H 2.776 2.004 7.181
H -2.641 -0.905 2.074
H -6.362 0.287 -3.229
H -2.846 -5.049 -3.272
H -1.484 -1.455 -4.618
H 4.607 -2.046 -1.050
H -1.318 -4.134 -3.819
H 0.879 3.209 6.161
H 3.042 2.341 -3.016
H 4.840 -0.971 -3.266
H -0.837 0.094 -5.088
H -2.170 3.497 4.336
H -4.086 0.976 -2.787
H 2.883 5.055 3.056
H 3.612 0.185 -2.866
H -3.950 2.577 -0.891
H 2.164 -5.386 -0.666
H -4.506 -1.556 -4.328
H -4.396 -1.169 2.053
H -2.336 4.121 2.679
H 2.476 -1.821 2.624
H -0.563 -2.604 0.326
H -2.938 -3.762 -1.321
H -0.859 1.541 3.498
H 1.283 1.075 7.366
H 2.728 4.589 -0.963
H 4.604 -0.630 3.479
H 3.998 4.385 -2.239
H -2.884 -3.359 -3.602
H -4.870 -1.234 -2.597
H 3.506 -4.372 -1.140
H -1.692 3.951 0.409
H -2.778 0.060 -3.461
H -1.703 2.148 -1.715
H 1.558 -4.344 1.841
H 2.962 3.056 1.850
H 0.499 4.176 1.453
H 2.802 -5.993 -2.935
H -1.291 3.815 -1.916
H -3.724 3.691 3.621
H 0.809 -3.545 -1.250
H 0.814 -2.196 -3.835
H -2.185 -1.351 -0.769
H 2.692 -4.244 -3.453
H 3.209 -1.548 -3.112
H -3.629 4.346 -1.098
H -1.434 -3.403 2.127
H 2.441 -1.222 4.303
H -0.326 -1.395 -5.958
H 0.867 3.923 3.165
H 2.404 -1.700 -0.715
H -3.913 0.824 -4.563
H 0.259 -4.806 0.813
H -3.870 0.551 0.397
H 2.181 2.791 5.050
H 3.892 0.041 1.948
H -0.420 -1.412 -2.373
H 1.675 6.035 2.214
H 3.585 0.865 3.518
H 1.492 -0.677 -4.265
H -3.367 1.801 2.108
H -3.844 3.255 -2.484
H 4.956 -0.340 -0.863
H 0.996 2.792 -2.913
H 1.266 -5.264 -2.970
H 2.415 0.598 6.124
H -4.465 -0.929 -0.383
H -3.327 -2.346 1.160
H -0.149 -2.896 3.140
H -3.006 1.376 3.774

***

No. 2
Molecular formula: C7H9N
Method: DFT, ωB97M-V/def2-TZVPD

The calculation puts the HOMO energy at -8.75 eV. The calculation puts the energy relative to the best compared isomer or geometry (same formula, charge and spin) at 608.5 kJ/mol. For the gap between HOMO and LUMO, the calculation gives 9.77 eV.

Cartesian coordinates (Å):
N -1.000 -0.807 0.254
C 0.081 1.005 0.589
C 1.181 0.013 -1.159
C -0.844 0.275 1.482
C 1.204 -0.023 0.192
C 0.423 -1.181 0.442
C -0.068 0.416 -1.636
C -0.973 0.473 -0.510
H -0.242 -0.416 2.257
H 0.426 -1.587 1.477
H 0.184 2.070 0.898
H -0.372 0.250 -2.618
H 0.558 -1.942 -0.087
H 1.969 -0.004 -1.856
H 2.272 -0.103 0.821
H -2.028 0.864 -0.765
H -1.789 0.661 1.698

***

No. 3
Molecular formula: C3H3NO2
Method: DFT, ωB97M-V/def2-TZVPD

Its SMILES is O=c1cc[nH]o1. The calculation puts the HOMO energy at -8.92 eV. The calculation puts the energy relative to the best compared isomer or geometry (same formula, charge and spin) at 410.5 kJ/mol. For the gap between HOMO and LUMO, the calculation gives 9.01 eV.

Cartesian coordinates (Å):
O 2.445 -0.265 0.062
O 0.450 -1.157 -0.245
N -0.817 -0.916 -0.029
C 1.201 -0.072 0.045
C 0.296 0.988 -0.114
C -0.898 0.444 0.032
H -1.272 -2.001 0.408
H -1.815 0.949 0.244
H 0.409 2.029 -0.402

***

No. 4
Molecular formula: C8H24N5
Method: DFT, ωB97M-V/def2-TZVPD

The calculation puts the HOMO energy (spin up / spin down) at -11.14 / -12.61 eV. As for the charge: +1. Its spin multiplicity is 3. For the gap between HOMO and LUMO (spin up / spin down), the calculation gives 8.91 / 7.57 eV.

Cartesian coordinates (Å):
N 1.126 -0.471 -1.042
N 0.575 -0.679 1.228
N 0.111 1.370 0.113
N 0.319 0.011 0.017
N -1.500 -1.024 -0.435
C 0.832 -2.110 1.083
C 0.487 2.346 -0.942
C -2.389 -0.206 -1.227
C 2.500 -0.021 -0.873
C -0.808 1.981 1.021
C 1.118 -0.044 2.404
C -2.163 -1.214 0.819
C 0.484 -0.761 -2.256
H -2.628 0.759 -0.806
H -0.435 2.717 -1.484
H -1.469 -1.024 1.544
H -1.717 2.340 0.528
H 0.917 0.950 2.514
H 3.037 0.152 -1.770
H -2.133 0.079 -2.279
H -2.414 -2.232 0.856
H 1.289 -1.058 -2.772
H 2.077 -0.173 2.330
H -0.263 2.859 1.515
H 0.104 -2.719 1.660
H 1.152 1.894 -1.703
H 2.572 0.781 -0.258
H -3.123 -0.691 1.091
H 0.776 -0.675 3.210
H -3.359 -0.771 -1.414
H 1.866 -2.356 1.095
H 0.823 3.295 -0.510
H 0.425 -2.448 0.162
H -1.154 1.398 1.857
H 0.105 0.122 -2.776
H 3.065 -0.856 -0.306
H -0.205 -1.519 -2.195

***

No. 5
Molecular formula: C14H37N5O6Pd
Method: DFT, ωB97M-V/def2-TZVPD

The calculation puts the HOMO energy (spin up / spin down) at -6.69 / -6.54 eV. The calculation puts the energy relative to the best compared isomer or geometry (same formula, charge and spin) at 113.8 kJ/mol. Its spin multiplicity is 3. For the gap between HOMO and LUMO (spin up / spin down), the calculation gives 7.04 / 6.90 eV.

Cartesian coordinates (Å):
Pd 0.028 0.392 -0.030
O 0.258 -1.530 1.110
O 1.757 1.660 0.227
O -0.854 2.065 -1.544
O 2.611 -2.255 -3.363
O -2.036 -0.535 -0.690
O -1.266 1.457 1.317
N -4.177 -0.709 -0.017
N -1.905 3.186 2.640
N -2.101 0.944 3.306
N 0.689 -0.296 -2.112
N -3.291 -2.195 -1.539
C -3.117 -1.155 -0.717
C 2.239 2.482 1.257
C -1.830 1.853 2.354
C -1.406 -2.193 2.817
C 3.725 2.888 1.125
C 1.889 1.944 2.643
C 3.255 -3.253 -4.151
C 1.064 -2.660 3.276
C -0.277 0.259 -3.097
C -0.555 1.743 -2.874
C 1.199 -2.415 -3.320
C -0.907 3.442 -1.291
C 0.658 -1.767 -2.069
C 0.040 -1.861 2.436
H 1.651 3.392 1.058
H -3.986 -2.872 -1.269
H 0.733 -2.113 -4.261
H -1.663 0.037 3.274
H -5.032 -1.227 0.068
H 1.996 0.878 2.829
H -3.888 -0.127 0.757
H 1.324 -2.104 -1.275
H 0.128 -0.841 2.878
H -0.103 4.040 -1.722
H 0.755 -2.540 4.312
H -1.663 -3.252 2.651
H -2.491 -2.523 -2.049
H -1.213 -0.299 -3.091
H -1.449 3.762 1.960
H -1.610 -2.032 3.880
H 4.319 -3.040 -4.165
H 3.070 -4.199 -3.632
H 0.221 0.179 -4.067
H 1.039 -3.714 2.985
H 1.031 -3.482 -3.108
H -1.275 2.163 -3.583
H -1.882 3.799 -1.652
H 0.862 2.244 2.882
H -2.212 -1.738 2.232
H 0.413 2.175 -3.173
H -0.975 3.638 -0.224
H -0.361 -2.129 -1.955
H 3.983 3.157 0.100
H 2.826 -3.318 -5.153
H 1.605 -0.055 -2.481
H 2.049 -2.253 3.057
H -2.411 1.312 4.192
H 4.368 2.006 1.241
H 2.436 2.539 3.385
H 4.014 3.588 1.907
H -2.299 3.457 3.520

***

No. 6
Molecular formula: C5H12N2
Method: DFT, ωB97M-V/def2-TZVPD

The calculation puts the HOMO energy (spin up / spin down) at -13.73 / -13.66 eV. As for the charge: +1. The calculation puts the energy relative to the best compared isomer or geometry (same formula, charge and spin) at 224.9 kJ/mol. Its spin multiplicity is 2. For the gap between HOMO and LUMO (spin up / spin down), the calculation gives 10.64 / 5.56 eV.

Cartesian coordinates (Å):
N -0.824 -0.639 -1.889
N 1.013 -2.208 0.232
C 1.088 -0.903 -0.200
C -0.359 1.246 -0.350
C -0.138 1.609 1.076
C -0.357 -0.256 -0.586
C -1.062 1.430 2.001
H -0.782 0.164 -2.514
H -2.039 1.017 1.791
H -1.300 1.565 -0.802
H 1.624 -0.936 -1.146
H 0.379 1.745 -0.974
H 1.589 -0.201 0.463
H -0.235 -1.323 -2.356
H -1.056 -0.706 0.129
H -0.859 1.766 3.013
H 1.264 -2.912 -0.450
H 0.792 2.053 1.397
H 1.262 -2.513 1.166

***

No. 7
Molecular formula: C3H6P2
Method: DFT, ωB97M-V/def2-TZVPD

The calculation puts the HOMO energy (spin up / spin down) at -5.57 / -9.59 eV. The calculation puts the energy relative to the best compared isomer or geometry (same formula, charge and spin) at 426.4 kJ/mol. Its spin multiplicity is 3. For the gap between HOMO and LUMO (spin up / spin down), the calculation gives 6.19 / 7.04 eV.

Cartesian coordinates (Å):
P -1.121 0.029 2.022
P 0.005 -1.708 -1.121
C 0.602 2.078 0.672
C 0.155 1.367 -0.399
C -0.342 1.009 0.994
H -0.535 0.259 3.262
H 1.508 2.586 0.904
H -0.053 1.126 -1.440
H 0.950 -0.858 -0.494
H -0.612 -1.401 0.128
H -0.482 -0.655 -2.042

***

No. 8
Molecular formula: C2H3N2O2
Method: DFT, ωB97M-V/def2-TZVPD

The calculation puts the HOMO energy (spin up / spin down) at -2.83 / -2.32 eV. As for the charge: -1. The calculation puts the energy relative to the best compared isomer or geometry (same formula, charge and spin) at 254.7 kJ/mol. For the gap between HOMO and LUMO (spin up / spin down), the calculation gives 7.03 / 6.68 eV.

Cartesian coordinates (Å):
O 2.004 -0.814 -1.219
O 1.764 -0.776 1.057
N -1.499 0.307 -0.915
N -1.048 -0.528 -0.046
C -0.984 0.859 0.236
C 1.522 -0.861 -0.120
H -0.156 1.548 0.368
H -1.664 1.204 0.927
H 0.059 -0.938 -0.289

***

No. 9
Molecular formula: C29H27Cl5FN3O9Rh
Method: DFT, ωB97M-V/def2-TZVPD

The calculation puts the HOMO energy (spin up / spin down) at -2.52 / -3.74 eV. As for the charge: -1. The calculation puts the energy relative to the best compared isomer or geometry (same formula, charge and spin) at 39.1 kJ/mol. Its spin multiplicity is 5. For the gap between HOMO and LUMO (spin up / spin down), the calculation gives 2.93 / 4.14 eV.

Cartesian coordinates (Å):
Rh 0.683 -0.448 -0.135
Cl -3.621 -4.060 -4.087
Cl -5.519 -2.081 -2.557
Cl 2.191 1.670 -1.783
Cl -4.310 -0.140 -0.392
Cl -0.537 -4.071 -3.430
F 5.122 -2.423 -2.616
O 0.220 -2.128 -1.363
O 2.403 1.941 4.030
O 0.904 1.266 -2.300
O 2.509 3.021 -2.147
O 2.075 1.577 -0.309
O 2.275 -1.151 1.159
O 1.093 0.774 2.613
O -1.407 -0.404 -0.072
O 3.223 0.782 -2.245
N 5.658 1.140 1.591
N 7.392 -0.694 -2.593
N 7.693 -2.555 -4.731
C -1.048 -2.115 -1.662
C 4.415 -0.584 0.447
C 6.388 -0.693 -1.570
C -2.585 3.378 4.260
C 7.923 -2.982 -3.300
C 3.412 0.676 2.270
C 7.059 -0.298 -3.937
C -2.487 1.890 3.911
C -1.917 -1.206 -0.972
C 6.669 -1.449 -4.869
C 8.386 -1.740 -2.544
C 5.578 0.232 0.521
C 4.569 1.373 2.376
C -2.977 -2.974 -2.895
C -3.280 -1.232 -1.266
C -3.816 -2.102 -2.220
C 5.282 -1.539 -1.562
C 3.309 -0.399 1.300
C 6.550 0.169 -0.453
C -1.106 1.557 3.519
C -1.610 -2.975 -2.609
C 4.314 -1.533 -0.609
C -3.398 1.568 2.719
C -0.015 1.218 3.170
C -2.893 1.045 5.124
C 6.789 2.012 1.681
C 7.323 2.354 3.034
C 8.099 1.438 2.127
C 2.308 1.194 3.096
H -1.920 3.628 5.088
H 6.677 -1.137 -5.913
H -3.610 3.625 4.548
H 6.821 2.782 0.915
H -2.828 -0.017 4.886
H 8.650 -3.793 -3.316
H 7.410 -3.355 -5.294
H -3.324 0.517 2.439
H 8.586 -1.999 -1.507
H 7.397 0.840 -0.456
H -3.110 2.145 1.841
H 3.419 -2.130 -0.705
H 9.002 1.803 1.658
H 8.583 -2.218 -5.101
H -4.438 1.796 2.970
H 6.836 1.910 3.891
H 8.097 0.384 2.369
H 5.709 -1.881 -4.610
H -2.308 3.991 3.401
H -3.922 1.275 5.411
H 6.233 0.412 -3.904
H 4.654 2.188 3.080
H 7.682 3.362 3.188
H -2.239 1.247 5.974
H 6.968 -3.328 -2.915
H 7.924 0.218 -4.383
H 9.332 -1.391 -2.992

***

No. 10
Molecular formula: C31H46N3O2
Method: DFT, ωB97M-V/def2-TZVPD

The calculation puts the HOMO energy at -10.46 eV. As for the charge: +1. For the gap between HOMO and LUMO, the calculation gives 8.13 eV.

Cartesian coordinates (Å):
O 2.902 0.723 -0.785
O -0.091 2.969 5.935
N 2.256 1.317 1.303
N -2.673 0.277 1.474
N -0.992 2.479 2.477
C -2.319 0.348 2.888
C 3.355 -4.698 -2.665
C 2.174 -6.241 -6.059
C -4.978 2.470 0.208
C 1.509 2.413 1.909
C -6.059 4.255 -0.987
C -2.035 1.780 3.314
C -1.437 2.308 1.040
C 3.056 -2.538 -0.947
C 3.281 0.731 2.199
C 2.499 -3.768 -0.622
C 3.764 -2.389 -2.131
C 1.276 -7.657 -7.780
C 2.731 -0.293 3.201
C 0.221 -8.000 -6.946
C 3.419 2.974 -0.238
C 3.913 -3.469 -2.990
C 2.648 -4.849 -1.480
C -6.089 3.467 -2.129
C -5.566 2.181 -2.104
C -5.011 1.682 -0.934
C -0.230 4.444 3.997
C 1.117 -6.579 -5.226
C 0.140 -7.460 -5.670
C 2.835 1.608 0.013
C -5.504 3.756 0.184
C -0.763 4.101 5.389
C 2.254 -6.777 -7.336
C -1.621 0.863 0.642
C -0.987 3.966 2.768
C 0.348 1.850 2.740
H -1.482 -0.310 3.160
H -2.936 2.389 3.254
H -4.549 2.068 1.118
H 3.795 1.543 2.732
H -3.174 0.033 3.488
H 2.216 -5.809 -1.227
H -2.035 4.264 2.823
H 1.054 -6.154 -4.232
H -5.489 4.369 1.077
H -1.847 3.949 5.386
H -5.599 1.566 -2.994
H 0.526 1.926 3.812
H -0.566 4.948 6.046
H 1.949 -3.887 0.303
H 0.817 4.140 3.955
H -0.222 5.533 3.900
H -2.748 -0.705 1.229
H 1.114 3.035 1.106
H -0.742 2.830 0.388
H 3.584 3.101 -1.305
H 4.385 3.022 0.274
H 1.733 -0.621 2.918
H -1.682 1.784 4.342
H 4.193 -1.428 -2.383
H -0.684 -7.727 -5.021
H 3.078 -6.512 -7.985
H -0.713 2.274 6.166
H -0.569 4.435 1.878
H -2.401 2.815 0.977
H -6.475 5.254 -1.008
H 0.244 0.804 2.488
H -6.525 3.854 -3.041
H 3.363 -1.180 3.224
H 2.812 3.794 0.142
H -4.615 0.674 -0.905
H 2.144 3.059 2.530
H -0.676 0.305 0.671
H -1.944 0.878 -0.400
H 4.020 0.247 1.563
H 2.937 -5.554 -5.713
H 4.465 -3.353 -3.915
H 2.931 -1.688 -0.287
H 3.472 -5.541 -3.335
H 2.698 0.098 4.219
H -0.540 -8.688 -7.292
H 1.338 -8.077 -8.776